{"formula": "C49H50BFIN8S2V", "method": "ωB97M-V/def2-TZVPD", "symbols": ["V", "C", "C", "C", "C", "C", "N", "N", "B", "N", "N", "C", "C", "C", "C", "C", "N", "N", "C", "C", "C", "C", "C", "H", "H", "H", "H", "H", "H", "H", "H", "H", "H", "H", "H", "H", "H", "H", "H", "H", "H", "H", "H", "H", "H", "S", "C", "N", "C", "C", "N", "C", "C", "C", "C", "C", "C", "C", "C", "S", "C", "C", "C", "C", "C", "C", "C", "H", "H", "H", "H", "H", "H", "H", "H", "H", "H", "H", "H", "H", "H", "H", "H", "H", "H", "I", "C", "C", "C", "C", "C", "C", "C", "C", "C", "C", "H", "H", "H", "H", "H", "H", "F", "C", "C", "C", "C", "C", "C", "H", "H", "H", "H"], "positions_angstrom": [[-0.3512, 1.5152, 0.0494], [-2.3077, 4.8296, 0.0832], [-2.1554, 4.0345, 1.3386], [-2.7220, 4.3797, 2.5697], [-2.3706, 3.3651, 3.4330], [-2.7039, 3.2111, 4.8790], [-1.6361, 2.4795, 2.7424], [-1.4970, 2.8777, 1.4517], [-0.9437, 1.2191, 3.2805], [0.5717, 1.4022, 3.1145], [1.1102, 1.7871, 1.9271], [2.3995, 2.0019, 2.1471], [3.3792, 2.4645, 1.1217], [2.7074, 1.7499, 3.4907], [1.5184, 1.3675, 4.0710], [1.2507, 0.9874, 5.4879], [-1.5130, -0.0081, 2.5497], [-1.8360, 0.0683, 1.2339], [-2.4631, -1.0641, 0.9249], [-3.0824, -1.3267, -0.4083], [-2.5055, -1.9046, 2.0454], [-1.8846, -1.1968, 3.0539], [-1.5882, -1.6188, 4.4522], [-2.2995, 5.8929, 0.3306], [-3.2591, 4.5972, -0.4005], [-1.5241, 4.6287, -0.6368], [-3.3111, 5.2520, 2.7921], [-3.3575, 4.0282, 5.1820], [-1.8100, 3.2355, 5.5028], [-3.2142, 2.2684, 5.0755], [-1.1827, 1.1208, 4.4490], [2.9657, 2.4357, 0.1183], [4.2693, 1.8337, 1.1480], [3.6844, 3.4919, 1.3346], [3.6728, 1.8162, 3.9604], [2.1890, 0.9951, 6.0409], [0.8163, -0.0088, 5.5643], [0.5615, 1.6821, 5.9700], [-2.7174, -0.6347, -1.1600], [-4.1687, -1.2215, -0.3453], [-2.8607, -2.3454, -0.7325], [-2.9269, -2.8927, 2.1081], [-2.1298, -2.5370, 4.6797], [-1.8716, -0.8569, 5.1782], [-0.5213, -1.8159, 4.5736], [1.0039, -0.4077, 0.9433], [0.7281, -1.8106, 0.0385], [1.1205, -3.0684, 0.4416], [0.9990, -4.2113, -0.4408], [1.0293, -3.7483, -1.8865], [-0.0190, -2.7761, -2.0510], [-0.7231, -2.7189, -3.2991], [-1.3341, -4.0506, -3.6472], [-1.0687, -4.6628, -4.8638], [-1.6411, -5.8874, -5.1854], [-2.4818, -6.5170, -4.2828], [-2.7498, -5.9133, -3.0599], [-2.1796, -4.6920, -2.7462], [0.1214, -1.6519, -1.1914], [-0.2871, -0.0998, -1.6654], [1.8137, -3.2870, 1.6875], [3.2896, -3.5417, 1.4841], [4.0439, -2.6196, 0.7584], [5.3953, -2.8294, 0.5503], [6.0151, -3.9631, 1.0645], [5.2731, -4.8835, 1.7850], [3.9153, -4.6715, 1.9904], [0.0561, -4.7457, -0.2591], [1.8269, -4.8999, -0.2360], [0.8675, -4.5852, -2.5666], [2.0166, -3.3024, -2.1023], [-0.0768, -2.3872, -4.1319], [-1.5033, -1.9611, -3.2029], [-0.4078, -4.1725, -5.5671], [-1.4234, -6.3497, -6.1394], [-2.9260, -7.4733, -4.5271], [-3.4084, -6.3970, -2.3498], [-2.3803, -4.2226, -1.7916], [1.3568, -4.1289, 2.2229], [1.6796, -2.3875, 2.2931], [3.5523, -1.7354, 0.3702], [5.9693, -2.1057, -0.0122], [7.0721, -4.1276, 0.8985], [5.7469, -5.7714, 2.1827], [3.3325, -5.3957, 2.5485], [3.0438, 0.2797, -1.9251], [2.1856, 1.9287, -2.8964], [2.4985, 2.0165, -4.2263], [2.2847, 3.2116, -4.9391], [1.8945, 4.3190, -4.2497], [1.5842, 4.2430, -2.8691], [1.3181, 5.4401, -2.1561], [1.0572, 5.3788, -0.8243], [0.8417, 4.1225, -0.2115], [0.9622, 2.9132, -0.8637], [1.5650, 2.9991, -2.1799], [2.9706, 1.1773, -4.7192], [2.5111, 3.2601, -5.9962], [1.8264, 5.2837, -4.7380], [1.3633, 6.3843, -2.6850], [0.9164, 6.2864, -0.2483], [0.5069, 4.1309, 0.8186], [-5.1332, 3.0551, -3.7225], [-4.0762, 2.7335, -2.9212], [-4.3187, 2.2472, -1.6541], [-3.2295, 1.9383, -0.8492], [-1.9011, 2.0894, -1.2679], [-1.7318, 2.5672, -2.5704], [-2.7961, 2.9014, -3.4000], [-5.3361, 2.1212, -1.3085], [-3.4307, 1.5766, 0.1521], [-0.7354, 2.6896, -2.9747], [-2.6373, 3.2798, -4.4005]], "atomic_forces_ev_per_a": [[1.38, -2.12, 0.54], [-0.04, 0.01, -0.02], [-0.05, 0.00, -0.19], [0.02, -0.06, 0.03], [-0.03, -0.01, 0.06], [-0.02, 0.02, 0.02], [0.01, -0.04, 0.04], [0.04, 0.31, -0.13], [-0.04, -0.09, 0.04], [0.03, 0.15, 0.20], [-0.45, 1.18, 0.38], [0.30, 0.28, -0.04], [0.02, -0.10, -0.12], [-0.10, -0.10, -0.01], [-0.05, 0.00, -0.07], [0.01, 0.00, 0.04], [-0.17, 0.11, -0.04], [-0.44, 0.25, -0.02], [0.10, 0.14, -0.15], [-0.04, -0.05, 0.05], [0.09, 0.02, 0.14], [0.01, -0.09, 0.01], [-0.04, -0.03, 0.03], [0.01, 0.01, -0.01], [0.01, 0.02, 0.02], [0.02, -0.01, 0.00], [-0.03, 0.05, 0.01], [0.00, 0.00, 0.01], [0.02, 0.00, 0.01], [-0.01, -0.01, -0.01], [0.02, -0.04, 0.03], [0.08, -0.04, 0.20], [0.02, -0.01, 0.02], [0.00, 0.01, -0.02], [0.06, 0.02, 0.04], [0.00, 0.00, 0.01], [-0.02, -0.03, -0.01], [0.00, 0.01, 0.00], [0.00, 0.01, -0.01], [-0.01, -0.01, 0.01], [0.01, 0.03, 0.01], [-0.04, -0.06, 0.01], [0.02, 0.01, 0.00], [-0.01, 0.00, 0.00], [0.03, 0.01, 0.03], [0.12, -0.27, -0.09], [-0.48, -0.40, -1.14], [0.31, -0.41, 0.48], [0.04, 0.07, 0.04], [0.21, 0.19, -0.01], [-0.37, 0.05, 0.53], [0.24, 0.38, -0.15], [-0.07, -0.04, -0.08], [-0.06, -0.01, -0.01], [0.00, -0.02, 0.01], [-0.01, -0.02, -0.02], [-0.01, -0.02, 0.02], [-0.02, 0.00, 0.01], [0.43, -0.75, 0.38], [-0.79, 1.51, -0.82], [-0.10, 0.08, -0.03], [0.04, 0.04, 0.04], [-0.04, -0.05, 0.03], [0.02, 0.00, 0.01], [0.03, -0.01, -0.02], [0.02, -0.01, 0.00], [-0.04, 0.01, 0.01], [0.03, -0.04, -0.01], [0.00, 0.04, -0.04], [-0.01, -0.03, 0.06], [-0.04, -0.10, -0.01], [-0.07, -0.02, 0.01], [-0.01, 0.00, -0.01], [0.05, 0.02, -0.03], [0.01, -0.02, -0.03], [-0.01, -0.02, -0.01], [-0.01, -0.02, 0.01], [0.03, 0.00, 0.02], [0.05, -0.02, 0.02], [-0.01, -0.09, 0.04], [-0.01, 0.05, -0.01], [0.03, 0.04, -0.03], [0.02, 0.00, 0.00], [0.02, -0.04, 0.01], [-0.02, -0.02, 0.01], [0.12, -0.02, -0.17], [0.08, -0.09, -0.04], [0.02, -0.01, -0.04], [-0.01, 0.00, 0.06], [0.01, -0.03, 0.02], [-0.01, 0.23, -0.07], [-0.02, -0.04, 0.03], [-0.05, 0.04, 0.06], [0.07, 0.10, -0.03], [0.05, 0.30, -0.13], [-0.12, -0.19, 0.01], [0.00, 0.01, 0.01], [0.00, -0.01, -0.02], [-0.01, 0.03, -0.01], [0.02, 0.03, -0.01], [0.00, 0.02, 0.01], [-0.05, 0.00, 0.01], [0.03, -0.02, 0.03], [-0.06, 0.01, -0.02], [0.01, 0.05, -0.09], [0.00, 0.04, 0.09], [-0.35, -0.25, -0.05], [0.15, 0.00, 0.01], [-0.07, 0.03, 0.05], [-0.05, 0.00, 0.01], [-0.01, -0.02, -0.01], [0.02, -0.02, -0.02], [0.01, 0.02, -0.05]], "mulliken_spin": [0.93, 0.00, -0.01, 0.00, 0.00, 0.00, -0.01, -0.03, 0.01, -0.01, 0.01, 0.02, 0.00, 0.00, 0.00, 0.00, -0.01, 0.00, 0.00, 0.00, 0.00, 0.00, 0.00, 0.00, 0.00, 0.00, 0.00, 0.00, 0.00, 0.00, 0.00, 0.00, 0.00, 0.00, 0.00, 0.00, 0.00, 0.00, 0.00, 0.00, 0.00, 0.00, 0.00, 0.00, 0.00, 0.01, 0.06, 0.01, 0.00, 0.00, 0.00, 0.00, 0.00, 0.00, 0.00, 0.00, 0.00, 0.00, 0.04, 0.02, 0.00, 0.00, 0.00, 0.00, 0.00, 0.00, 0.00, 0.00, 0.00, 0.00, 0.00, 0.00, 0.00, 0.00, 0.00, 0.00, 0.00, 0.00, 0.00, 0.00, 0.00, 0.00, 0.00, 0.00, 0.00, 0.00, -0.01, 0.01, 0.00, 0.00, -0.02, 0.02, -0.01, 0.02, -0.07, 0.03, 0.00, 0.00, 0.00, 0.00, 0.00, 0.00, 0.00, 0.00, 0.00, 0.01, -0.02, -0.03, 0.00, 0.00, 0.00, 0.00, 0.00], "total_energy_ev": -122402.224, "multiplicity": 2, "charge": -1, "s2": 0.7976, "e_above_lowest_kcal_mol": 9.2, "gap_ev": [5.42, 5.37], "e_lumo_ev": [2.4, 2.4], "fmax_ev_per_a": 2.6}

***

{"formula": "C49H50Br2F9N4O5", "method": "ωB97M-V/def2-TZVPD", "symbols": ["C", "C", "O", "C", "C", "O", "C", "C", "C", "O", "N", "C", "C", "C", "F", "Br", "C", "F", "F", "Br", "C", "C", "O", "N", "O", "N", "N", "H", "H", "H", "H", "H", "H", "H", "H", "H", "H", "H", "H", "H", "H", "H", "H", "H", "H", "H", "H", "F", "C", "C", "C", "C", "C", "C", "H", "H", "H", "H", "H", "F", "C", "C", "C", "C", "C", "C", "H", "H", "H", "H", "H", "F", "C", "C", "C", "C", "C", "C", "H", "H", "H", "H", "H", "F", "C", "C", "C", "C", "C", "C", "H", "H", "H", "H", "H", "F", "C", "C", "C", "C", "C", "C", "H", "H", "H", "H", "H", "F", "C", "C", "C", "C", "C", "C", "H", "H", "H", "H", "H"], "positions_angstrom": [[-2.6654, 3.5059, -1.3940], [-3.6384, 2.1870, -1.3078], [-5.0791, 2.4814, -1.2509], [-5.4846, 2.8675, 0.1332], [-6.1581, 4.3633, 0.0559], [-6.9043, 4.7713, 1.2563], [-6.1062, 4.6407, 2.4855], [-4.5993, 5.2790, 2.3705], [-3.3733, 4.3171, 2.8802], [-3.5174, 2.9538, 3.4140], [-2.1688, 5.1880, 2.5991], [-0.8241, 4.5732, 2.9168], [0.2617, 5.5876, 3.6088], [1.7170, 5.2909, 2.9105], [2.0297, 3.8416, 2.8563], [3.1764, 6.1115, 4.0758], [1.9215, 5.9504, 1.4236], [1.9797, 7.4600, 1.4503], [1.0100, 5.4262, 0.3752], [3.7920, 5.3898, 0.8326], [-2.5757, 6.5144, 1.9967], [-1.5648, 7.7121, 1.5158], [-2.1489, 8.6220, 0.4874], [-2.4923, 7.8731, -0.5747], [-3.2340, 8.5613, -1.2571], [-4.0911, 6.6072, 1.8541], [-4.9108, 7.6184, 1.3775], [-3.2464, 4.5221, -1.5805], [-1.8728, 3.4397, -2.2842], [-2.0045, 3.6116, -0.4113], [-3.4364, 1.5588, -2.2977], [-3.2484, 1.5246, -0.4172], [-4.4924, 2.8775, 0.7648], [-6.2295, 2.0559, 0.5930], [-6.9586, 4.3166, -0.8284], [-5.3608, 5.1723, -0.3112], [-6.0193, 3.4923, 2.7992], [-6.7300, 5.1413, 3.3717], [-4.3005, 2.9735, 4.0606], [-0.4140, 4.0032, 1.9567], [-1.0366, 3.7075, 3.7107], [0.3710, 5.2530, 4.7496], [-0.0551, 6.7143, 3.6388], [-1.3706, 8.4060, 2.4646], [-0.5489, 7.3345, 1.0689], [-5.8409, 7.4672, 1.8539], [-4.5243, 8.5012, 1.8283], [-0.7284, 0.8258, -2.1283], [-0.9158, -0.4914, -2.2841], [-1.8451, -0.9451, -3.2138], [-2.0369, -2.3166, -3.3800], [-1.3042, -3.2200, -2.6062], [-0.3774, -2.7547, -1.6721], [-0.1778, -1.3835, -1.5141], [-2.4111, -0.2284, -3.8000], [-2.7555, -2.6816, -4.1097], [-1.4573, -4.2896, -2.7330], [0.1888, -3.4596, -1.0680], [0.5449, -1.0047, -0.7990], [1.3210, -2.5047, -6.8026], [2.0053, -1.6881, -5.9905], [1.3223, -0.7287, -5.2510], [2.0338, 0.1184, -4.4014], [3.4231, 0.0037, -4.3090], [4.1001, -0.9591, -5.0592], [3.3871, -1.8133, -5.9000], [0.2440, -0.6488, -5.3420], [1.5083, 0.8666, -3.8132], [3.9781, 0.6676, -3.6496], [5.1818, -1.0437, -4.9887], [3.8964, -2.5731, -6.4835], [-0.0117, -5.6490, -1.1529], [-0.3408, -6.9057, -1.4796], [-1.6662, -7.3142, -1.3783], [-2.0102, -8.6212, -1.7233], [-1.0222, -9.5092, -2.1557], [0.3062, -9.0912, -2.2491], [0.6480, -7.7810, -1.9148], [-2.4186, -6.6130, -1.0326], [-3.0449, -8.9481, -1.6550], [-1.2902, -10.5298, -2.4203], [1.0741, -9.7853, -2.5820], [1.6741, -7.4368, -1.9901], [2.0809, -1.8378, 0.3834], [2.7651, -1.0211, 1.1955], [2.0821, -0.0618, 1.9350], [2.7936, 0.7853, 2.7845], [4.1829, 0.6706, 2.8769], [4.8599, -0.2922, 2.1268], [4.1470, -1.1464, 1.2859], [1.0038, 0.0181, 1.8440], [2.2681, 1.5335, 3.3728], [4.7379, 1.3345, 3.5363], [5.9416, -0.3768, 2.1973], [4.6562, -1.9062, 0.7025], [-0.3089, -12.4410, -2.0665], [-0.9312, -13.3115, -2.8725], [-0.8517, -13.1451, -4.2508], [-1.4952, -14.0542, -5.0904], [-2.2208, -15.1144, -4.5415], [-2.2989, -15.2699, -3.1567], [-1.6461, -14.3672, -2.3177], [-0.2904, -12.3109, -4.6588], [-1.4327, -13.9374, -6.1695], [-2.7263, -15.8206, -5.1967], [-2.8677, -16.0934, -2.7317], [-1.6888, -14.4783, -1.2393], [6.0529, 3.7967, 4.3018], [6.7372, 4.6134, 5.1139], [6.0542, 5.5727, 5.8534], [6.7657, 6.4198, 6.7030], [8.1550, 6.3051, 6.7954], [8.8320, 5.3423, 6.0453], [8.1190, 4.4881, 5.2044], [4.9759, 5.6526, 5.7624], [6.2402, 7.1680, 7.2912], [8.7100, 6.9690, 7.4548], [9.9137, 5.2577, 6.1157], [8.6283, 3.7283, 4.6210]], "atomic_forces_ev_per_a": [[0.73, 0.69, -0.10], [1.46, -0.40, -1.15], [1.19, 0.23, 2.26], [0.54, 0.12, 0.04], [-0.22, -0.70, -2.05], [2.37, -0.41, 0.75], [-0.44, 0.46, 0.31], [3.04, -2.42, 1.17], [-3.27, 5.18, -2.47], [-0.01, 4.11, -0.47], [-3.93, 0.16, -0.26], [0.97, -1.11, 0.30], [0.35, -1.47, 0.63], [-0.09, 0.22, 0.50], [-1.38, 3.83, -0.13], [-1.69, -0.71, -1.11], [1.85, 0.08, -1.56], [-1.28, -4.64, -0.04], [1.88, 2.10, 3.38], [-1.96, 0.58, 0.18], [-2.20, -1.47, -0.10], [0.66, 0.31, 0.92], [0.82, -1.24, 3.41], [-3.11, 2.24, -3.26], [2.28, -2.58, 1.33], [4.83, -6.98, 3.45], [-0.17, 1.56, 1.62], [0.99, -2.22, 0.51], [-1.87, -0.12, 1.95], [-1.47, -0.12, -1.92], [-0.80, 1.36, 2.19], [-1.11, 1.18, -1.59], [-2.07, 0.06, -0.92], [1.47, 1.85, -1.12], [1.67, 0.12, 2.14], [-1.52, -1.70, 1.13], [0.26, 2.46, -0.86], [1.36, -0.84, -2.12], [1.62, 0.19, -1.26], [-0.80, 1.57, 1.96], [0.21, 2.02, -1.86], [-0.15, 0.81, -2.60], [0.90, -2.17, -0.48], [-0.36, -1.45, -2.23], [-2.08, 0.28, 1.14], [1.09, 0.10, -0.84], [-0.71, -1.09, -1.01], [0.07, 0.64, 0.07], [-0.22, -1.60, -0.17], [0.01, 0.16, 0.03], [0.31, 0.00, 0.34], [-0.06, 0.07, -0.07], [-0.17, 0.22, -0.19], [-0.09, 0.29, -0.02], [0.07, -0.04, 0.01], [0.12, 0.11, 0.13], [0.06, 0.23, 0.03], [-0.11, 0.28, -0.16], [-0.18, -0.04, -0.21], [-0.09, -0.10, -0.10], [0.52, 0.63, 0.64], [-0.04, -0.02, -0.04], [0.33, -0.29, -0.21], [-0.07, -0.01, 0.00], [-0.41, 0.09, 0.04], [-0.02, -0.05, -0.04], [0.11, -0.07, 0.01], [0.05, -0.14, -0.12], [-0.10, -0.13, -0.12], [-0.21, -0.02, -0.03], [-0.09, 0.07, 0.03], [0.11, 0.22, 0.13], [-0.31, -1.30, -0.32], [0.02, 0.12, 0.02], [0.51, 0.04, -0.08], [-0.16, 0.05, -0.04], [-0.37, 0.20, 0.11], [0.02, 0.10, 0.03], [0.09, -0.02, -0.02], [0.19, 0.09, 0.01], [0.07, 0.38, 0.09], [-0.13, 0.14, 0.07], [-0.10, 0.01, 0.03], [0.02, -0.22, -0.01], [0.64, 0.67, 0.70], [-0.05, -0.02, -0.05], [0.35, -0.30, -0.21], [-0.07, 0.04, 0.02], [-0.43, 0.10, 0.02], [-0.04, -0.04, -0.07], [0.08, -0.07, -0.01], [0.10, -0.19, -0.12], [-0.10, -0.11, -0.13], [-0.22, -0.02, -0.02], [-0.10, 0.07, 0.03], [0.24, 0.04, 0.21], [-0.57, -0.87, -0.75], [0.04, 0.07, 0.05], [-0.12, -0.16, 0.43], [0.04, 0.06, -0.02], [0.20, 0.29, -0.25], [0.02, 0.07, 0.06], [-0.03, -0.07, 0.07], [0.00, 0.02, 0.21], [0.10, 0.14, 0.13], [0.13, 0.16, -0.05], [0.02, 0.05, -0.10], [-0.20, -0.20, -0.20], [0.63, 0.70, 0.70], [0.04, -0.01, -0.01], [0.35, -0.25, -0.19], [-0.08, 0.01, 0.00], [-0.42, 0.10, 0.04], [-0.06, -0.04, -0.06], [0.26, -0.14, 0.18], [0.07, -0.14, -0.12], [-0.11, -0.14, -0.14], [-0.22, -0.02, -0.03], [-0.09, 0.07, 0.03]], "lowdin_charge": [-0.10, -0.24, -0.20, -0.16, -0.16, -0.19, -0.14, 0.01, -0.07, 0.01, 0.00, -0.11, -0.12, -0.66, -0.10, 0.81, -0.61, -0.09, -0.06, 0.75, 0.02, -0.06, -0.12, -0.04, 0.06, -0.07, 0.12, 0.08, 0.09, 0.06, 0.13, 0.13, 0.10, 0.16, 0.16, 0.13, 0.14, 0.16, 0.15, 0.15, 0.16, 0.14, 0.13, 0.16, 0.13, 0.14, 0.14, 0.04, -0.31, -0.04, -0.07, -0.08, -0.06, -0.01, 0.11, 0.11, 0.09, 0.09, 0.09, 0.07, -0.28, -0.01, -0.08, -0.10, -0.08, -0.02, 0.11, 0.10, 0.10, 0.10, 0.12, 0.04, -0.29, -0.02, -0.07, -0.09, -0.07, -0.01, 0.11, 0.11, 0.08, 0.11, 0.12, 0.05, -0.28, -0.02, -0.09, -0.09, -0.07, -0.01, 0.11, 0.08, 0.10, 0.11, 0.12, 0.05, -0.29, -0.02, -0.08, -0.10, -0.08, -0.02, 0.12, 0.11, 0.10, 0.11, 0.12, 0.05, -0.29, -0.06, -0.08, -0.09, -0.07, -0.01, 0.01, 0.11, 0.10, 0.11, 0.12], "total_energy_ev": -232342.113, "charge": 1, "gap_ev": 6.33, "e_lumo_ev": -3.8, "fmax_ev_per_a": 9.2}